Record 1
DFT (the ωB97M-V functional and the def2-TZVPD basis) results for C24H45ClN3O4PdSi as an isolated structure.

Values from the calculation:
E_HOMO (spin up / spin down), eV: -3.77 / -3.79
Charge: -1
Frontier orbital gap (spin up / spin down), eV: 6.188 / 6.177
Multiplicity: 3

Structure (XYZ):
```
79
Properties=species:S:1:pos:R:3:forces:R:3
O 0.9001 -1.4192 -3.0105 0.827 -0.735 1.337
C -0.1419 -0.7056 -3.3837 -1.119 0.469 0.091
C 0.2857 0.6913 -3.8795 -0.482 -0.567 0.126
C 0.9124 1.5806 -3.0117 0.130 0.637 -0.184
H 1.2120 1.2168 -2.0231 -0.353 0.362 -0.389
C 1.1391 2.9087 -3.4124 0.040 -0.562 -0.032
H 1.5555 3.6269 -2.6970 -0.109 -0.203 -0.304
C 0.8366 3.2962 -4.7253 -0.072 -0.090 -0.101
H 1.0118 4.3239 -5.0550 -0.030 -0.305 0.132
C 0.3139 2.3590 -5.6269 0.027 -0.163 0.133
H 0.1051 2.6283 -6.6650 0.092 0.092 0.298
C 0.0298 1.0574 -5.1980 0.065 0.577 0.223
H -0.4268 0.3163 -5.8577 0.104 0.277 0.083
H -0.6237 -1.1846 -4.2642 -0.444 0.064 -0.264
C -2.2332 -1.8351 -2.1552 -0.391 -0.270 0.327
C -1.4859 -0.5701 -2.4015 1.090 1.199 -2.362
H -3.0232 -1.9550 -2.9182 0.209 -0.006 0.146
H -2.7410 -1.8192 -1.1766 0.154 -0.167 -0.265
H -1.5786 -2.7103 -2.2086 -0.033 0.092 0.042
C -2.1042 0.6240 -2.3457 0.393 -0.856 -0.211
C -3.5050 0.8164 -1.8705 -0.282 0.103 0.538
H -1.5917 1.5243 -2.6804 -0.043 -0.278 0.032
H -3.7693 1.8778 -1.9462 -0.177 -0.218 0.075
H -3.6092 0.5222 -0.8016 -0.303 0.171 -0.646
H -4.2290 0.2182 -2.4492 0.156 0.155 0.177
Pd -1.9675 0.0339 0.8397 -0.925 -2.051 0.676
Cl -4.1608 -0.1956 1.6546 -0.848 0.043 0.258
C -1.9478 -0.7974 3.9428 0.970 0.542 -1.457
O -1.1546 -0.6085 2.9956 -1.297 -0.431 1.467
N -1.5608 -1.2032 5.1616 0.281 -0.236 0.351
C -0.2167 -1.7022 5.4195 0.007 0.108 0.039
C -2.5033 -1.2078 6.2659 -0.210 -0.182 -0.389
H -3.0340 -0.6350 3.8301 0.311 0.135 -0.034
H 0.4135 -1.5520 4.5364 -0.252 0.010 0.201
H -0.2455 -2.7717 5.6728 -0.053 0.166 -0.115
H 0.2113 -1.1739 6.2805 0.014 -0.011 -0.189
H -3.3813 -0.6253 5.9559 0.200 -0.186 0.276
H -2.0474 -0.7540 7.1530 -0.105 -0.010 -0.155
H -2.8235 -2.2314 6.5105 0.069 0.200 0.054
H 5.0703 0.8590 -2.3035 -0.157 0.017 0.010
H 4.9041 1.6273 0.0186 -0.061 -0.053 0.036
C 3.9760 0.9763 -2.3066 -0.109 -0.179 0.198
C 3.8566 1.3373 0.1529 -0.311 0.264 -0.108
N 3.4137 0.5983 -1.0156 0.501 -0.164 0.212
H 3.5403 0.3357 -3.0820 0.039 0.213 0.136
C 2.7061 -0.5465 -0.8606 -0.307 -0.557 0.427
O 2.1943 -0.9144 0.2078 1.012 0.511 -0.843
H 3.7486 0.7102 1.0432 -0.041 0.155 -0.205
H 2.5945 -1.1204 -1.8000 -0.233 0.226 0.220
H 3.7339 2.0249 -2.5264 0.026 -0.280 -0.029
H 3.2585 2.2533 0.2787 0.160 -0.196 0.094
H 0.5318 -5.3145 1.4399 -0.078 0.016 0.075
H 2.3205 -4.6262 -0.2083 -0.138 0.115 -0.139
C -0.2268 -4.7172 0.9261 0.073 -0.024 -0.077
C 1.4798 -4.2537 -0.8134 -0.139 0.084 0.159
N 0.4304 -3.7571 0.0639 -0.118 -0.240 -0.003
H -0.8502 -4.1769 1.6448 0.150 -0.176 -0.174
C -0.0542 -2.5082 -0.0119 -0.709 0.651 0.311
O -0.9919 -2.1151 0.7187 1.150 -0.522 -0.912
H 1.8203 -3.4489 -1.4706 -0.169 -0.117 0.028
H 0.4283 -1.8733 -0.7720 -0.257 -0.248 0.090
H -0.8526 -5.3962 0.3273 0.043 0.091 0.164
H 1.0962 -5.0919 -1.4173 0.108 0.264 0.051
C 0.6418 3.8245 1.1470 0.078 0.492 0.196
Si -0.1302 2.1940 1.6949 0.310 -0.426 -1.420
C 1.1899 1.2409 2.6165 0.212 -0.086 0.508
C -1.6974 2.5466 2.6476 -0.376 0.175 0.333
C -0.6391 1.2880 0.1342 1.768 1.303 -0.381
H 0.2906 4.6253 1.8136 0.196 0.051 -0.175
H 0.3509 4.0762 0.1178 0.038 -0.032 0.251
H 1.7394 3.7926 1.2020 -0.240 0.043 -0.054
H 1.5527 0.3879 2.0202 -0.192 0.277 0.182
H 2.0387 1.9099 2.8302 -0.146 -0.193 -0.007
H 0.8002 0.8623 3.5707 0.174 0.012 -0.187
H -1.9937 3.5935 2.5011 -0.020 -0.138 0.110
H -2.5241 1.9052 2.2921 0.288 0.409 0.304
H -1.5616 2.3613 3.7191 -0.087 0.105 -0.032
H 0.1056 0.6346 -0.3691 -0.297 0.469 0.319
H -1.1129 1.9304 -0.6269 0.248 -0.187 0.346
```
Forces are in eV/Å.

Record 2
DFT (the ωB97M-V functional and the def2-TZVPD basis) results for C33H29AsF3N2S4SbTi as an isolated structure.

Values from the calculation:
E_HOMO (spin up / spin down), eV: -0.36 / -2.14
Energy above the lowest of the compared OMol25 structures with the same formula, charge and spin, kcal per mole: 10.6
Charge: -2
Frontier orbital gap (spin up / spin down), eV: 4.398 / 6.169
Multiplicity: 3

Structure (XYZ):
```
74
Properties=species:S:1:pos:R:3:forces:R:3
Ti 1.7014 -1.3390 -0.6684 0.850 -1.614 -0.661
S 2.3590 -5.9100 -1.4739 -0.012 -0.168 0.105
As 2.0747 -3.8599 -1.1369 0.440 -1.314 -0.738
S 1.1966 -3.2973 0.7935 -0.292 0.135 0.188
S 0.7915 -2.8167 -2.5557 -0.085 0.153 0.083
S 3.8595 -2.6020 -1.2030 -0.484 0.239 0.018
C -1.9549 1.1301 -2.2303 0.028 -0.200 -0.072
C -1.0923 -0.0031 -2.7780 0.138 0.052 0.170
C 0.0909 0.5363 -3.5366 0.196 -0.103 0.335
C -0.0549 0.8875 -4.8685 0.021 -0.036 -0.072
C 0.9928 1.4307 -5.5921 -0.015 0.039 -0.037
C 2.2142 1.6030 -4.9665 -0.113 0.118 -0.161
C 2.4069 1.2717 -3.6353 -0.119 -0.328 0.191
C 3.8001 1.4064 -3.0715 -0.020 0.012 0.177
C 4.2127 2.8646 -2.8724 0.036 -0.170 -0.015
C 1.3289 0.7421 -2.8903 -0.136 0.490 -0.842
N 1.4953 0.4294 -1.5443 -0.290 -0.232 -0.350
C 1.9707 1.3950 -0.7335 0.001 1.376 0.386
C 2.6188 1.0204 0.4501 0.260 0.361 0.167
C 3.3817 1.7036 1.4197 -0.367 0.384 -0.459
C 3.9643 0.7194 2.2152 0.039 -0.564 0.264
C 3.5318 -0.5130 1.7338 0.596 -0.066 0.779
N 2.7108 -0.3396 0.6817 0.336 0.915 0.471
H -2.8120 0.7281 -1.6961 -0.152 0.014 0.089
H -2.3082 1.7660 -3.0412 -0.039 0.149 -0.033
H -1.3655 1.7353 -1.5432 0.072 0.162 0.061
H -1.6911 -0.6381 -3.4352 0.034 -0.062 0.025
H -0.7467 -0.6288 -1.9459 -0.154 0.161 -0.418
H -1.0098 0.7179 -5.3491 -0.119 -0.016 -0.030
H 0.8614 1.7021 -6.6335 0.016 -0.030 0.001
H 3.0508 1.9984 -5.5277 0.127 0.019 -0.080
H 4.4981 0.9366 -3.7721 -0.038 -0.024 0.042
H 3.8828 0.8668 -2.1244 0.031 0.008 -0.173
H 4.1495 3.4123 -3.8114 0.014 0.100 -0.102
H 5.2370 2.9162 -2.5095 0.132 0.092 0.064
H 3.5657 3.3599 -2.1518 -0.027 0.037 0.073
H 1.9016 2.4366 -1.0449 0.043 -0.078 0.067
H 3.5137 2.7695 1.5010 -0.005 0.112 -0.039
H 4.6313 0.8762 3.0459 0.076 -0.011 0.117
H 3.7807 -1.5025 2.0938 -0.058 0.032 -0.114
F -3.9804 4.2856 4.1079 0.331 -0.305 -0.198
C -3.2375 3.3117 3.4906 0.057 -0.106 0.024
C -2.9747 3.4185 2.1353 -0.435 0.337 0.386
C -2.2798 2.4015 1.5155 0.061 -0.537 -0.116
C -1.8582 1.2661 2.2103 0.994 0.533 -0.028
C -2.0668 1.2436 3.5879 0.076 -0.485 -0.383
C -2.7681 2.2410 4.2342 -0.516 0.623 0.069
Sb -0.4834 -0.1294 1.1879 -1.678 -0.582 0.485
C -2.2278 -1.1749 0.3385 0.466 0.300 0.301
C -1.9871 -2.2850 -0.4562 0.235 -0.207 -0.037
C -3.0149 -2.9402 -1.1137 -0.323 -0.021 -0.074
C -4.3021 -2.4719 -0.9414 0.060 0.062 0.096
F -5.3367 -3.0801 -1.5898 0.126 0.026 0.067
C -4.5861 -1.4012 -0.1140 -0.230 -0.102 -0.136
C -3.5386 -0.7550 0.5218 0.176 0.063 0.094
C -0.4616 -1.4059 2.9219 -0.135 0.248 -0.242
C -1.6219 -2.0449 3.3468 0.225 0.122 -0.042
C -1.6132 -2.8314 4.4849 -0.025 -0.235 0.198
C -0.4270 -2.9862 5.1768 0.133 0.151 -0.018
F -0.4121 -3.7772 6.2899 -0.005 0.159 -0.189
C 0.7377 -2.3505 4.7849 -0.169 -0.274 0.311
C 0.7076 -1.5582 3.6513 0.011 0.134 -0.132
H -3.3286 4.2789 1.5864 -0.033 0.083 -0.035
H -2.0842 2.4636 0.4537 0.016 0.141 -0.104
H -1.6962 0.3999 4.1516 0.008 0.015 0.175
H -2.9773 2.1946 5.2933 0.026 0.013 0.088
H -0.9730 -2.6612 -0.5727 -0.255 0.013 -0.096
H -2.8125 -3.7847 -1.7547 0.022 -0.088 -0.058
H -5.6093 -1.0794 0.0175 -0.092 0.005 -0.011
H -3.7362 0.0813 1.1794 -0.174 0.053 -0.065
H -2.5374 -1.9134 2.7846 -0.056 -0.097 0.039
H -2.5087 -3.3286 4.8282 -0.036 -0.090 0.050
H 1.6474 -2.4798 5.3509 0.071 -0.074 0.072
H 1.6089 -1.0592 3.3188 0.110 -0.027 0.033
```
Forces are in eV/Å.

Record 3
DFT (the ωB97M-V functional and the def2-TZVPD basis) results for a 2-piece molecular cluster, C5H11N2O overall.

Values from the calculation:
E_HOMO, eV: -12.85
Energy above the lowest of the compared OMol25 structures with the same formula, charge and spin, kcal per mole: 134.0
Charge: +1
Frontier orbital gap, eV: 4.483

Structure (XYZ):
```
19
Properties=species:S:1:pos:R:3:forces:R:3
O -0.9230 -0.3663 0.5470 0.276 0.497 0.385
C -0.9308 -1.0672 -0.4213 -0.856 -0.391 0.270
C 0.0563 -0.8350 -1.5130 0.054 0.226 -0.166
C 1.1215 0.0794 -1.4045 0.348 -0.156 -0.917
C 2.0473 -0.2166 -0.1446 -0.152 0.079 0.548
C 1.6490 0.8396 1.8677 -0.051 -0.116 0.326
N 2.0793 0.9455 0.6915 -0.022 0.148 -0.522
N -4.0239 0.5144 0.1765 -0.194 -0.425 -0.519
H -1.6976 -1.8395 -0.5539 0.109 -0.143 -0.200
H -0.1315 -1.3817 -2.4304 0.125 -0.177 -0.190
H 1.6985 0.1096 -2.3262 -0.029 0.141 0.036
H 0.6819 1.0847 -1.2324 0.094 -0.043 0.331
H 3.0356 -0.4009 -0.5635 -0.048 -0.035 -0.151
H 1.7069 -1.1100 0.3879 0.090 -0.168 -0.008
H 1.6768 1.7198 2.4925 0.004 0.092 0.221
H 1.2550 -0.0908 2.2880 0.026 0.040 0.000
H -3.1060 0.3820 0.5601 0.072 0.323 0.357
H -4.7233 0.2378 0.8490 0.017 0.022 0.074
H -4.1888 1.4694 -0.1022 0.137 0.086 0.127
```
Forces are in eV/Å.

Record 4
DFT (the ωB97M-V functional and the def2-TZVPD basis) results for C41H45AsCl2N6O2STi as an isolated structure.

Values from the calculation:
E_HOMO (spin up / spin down), eV: -0.40 / -2.14
Energy above the lowest of the compared OMol25 structures with the same formula, charge and spin, kcal per mole: 36.1
Charge: -2
Frontier orbital gap (spin up / spin down), eV: 4.447 / 6.176
Multiplicity: 3

Structure (XYZ):
```
99
Properties=species:S:1:pos:R:3:forces:R:3
Ti 0.6459 -0.1573 0.4928 0.386 1.045 1.355
C 1.8862 -1.2822 -3.2448 -0.027 -0.017 -0.053
C 2.7447 -2.0594 -2.2918 0.109 -0.007 0.036
C 4.0056 -2.5007 -2.6829 -0.022 0.070 0.018
C 4.7980 -3.2396 -1.8220 0.025 -0.050 0.009
C 4.3087 -3.5817 -0.5704 -0.040 -0.019 0.001
C 3.0462 -3.1719 -0.1586 0.054 0.000 -0.025
C 2.4888 -3.6234 1.1564 -0.021 -0.096 0.025
C 2.2869 -2.3622 -1.0091 -0.067 0.043 -0.075
N 1.0138 -1.8685 -0.5877 -0.425 -1.382 -0.823
C 0.0351 -2.8001 -0.6779 1.861 0.144 -0.228
O 0.1775 -3.9658 -1.0766 -0.517 0.017 0.052
C -1.2722 -2.2983 -0.2266 -0.716 0.850 0.228
C -2.3552 -3.1672 -0.2012 0.254 -0.205 -0.035
C -3.5930 -2.6966 0.1701 0.094 0.688 0.070
C -3.6976 -1.3311 0.4379 -0.457 -0.568 -0.052
C -2.5933 -0.5114 0.3889 1.034 0.079 0.073
N -1.3381 -0.9799 0.1057 -2.231 -1.357 -0.312
C -2.8282 0.9770 0.5901 0.153 0.760 -0.364
O -4.0190 1.3703 0.5561 0.177 -0.295 0.075
N -1.7228 1.6833 0.7076 -0.236 -0.453 -0.173
C -1.8203 3.0749 0.5504 -0.241 0.199 0.028
C -2.1178 3.6342 -0.7140 0.096 -0.091 0.122
C -2.4454 2.7503 -1.8822 0.042 -0.134 0.058
C -2.0892 5.0118 -0.8805 0.017 0.011 -0.021
C -1.8056 5.8639 0.1768 0.000 0.000 0.016
C -1.5536 5.3189 1.4237 0.058 -0.031 0.003
C -1.5549 3.9417 1.6207 0.001 0.001 -0.050
C -1.2665 3.3936 2.9877 0.006 0.001 0.038
H 2.4675 -0.9569 -4.1089 -0.016 -0.017 -0.009
H 1.4612 -0.4032 -2.7676 0.023 0.076 0.081
H 1.0481 -1.8904 -3.5963 -0.003 -0.020 0.004
H 4.3712 -2.2363 -3.6698 -0.005 -0.009 0.005
H 5.7877 -3.5605 -2.1281 -0.007 0.018 0.010
H 4.9085 -4.1828 0.1055 0.001 0.013 -0.015
H 2.2824 -2.7743 1.8051 0.000 0.049 -0.039
H 3.1904 -4.2927 1.6588 0.006 0.046 0.029
H 1.5516 -4.1625 0.9966 0.025 -0.025 -0.008
H -2.1570 -4.1921 -0.4856 -0.014 0.019 0.011
H -4.4558 -3.3491 0.2188 -0.013 0.017 0.004
H -4.6345 -0.8405 0.6602 -0.032 -0.016 0.027
H -1.7758 1.8866 -1.9101 -0.072 0.080 -0.016
H -2.3474 3.3016 -2.8193 -0.017 -0.032 0.020
H -3.4594 2.3558 -1.7901 -0.065 0.033 -0.001
H -2.2647 5.4215 -1.8702 0.010 -0.007 0.026
H -1.7652 6.9363 0.0235 -0.005 -0.014 -0.015
H -1.3255 5.9641 2.2680 -0.010 0.008 -0.019
H -0.5989 4.0585 3.5405 -0.024 0.025 0.012
H -0.7910 2.4194 2.9042 0.048 -0.057 -0.017
H -2.1811 3.2654 3.5764 0.009 -0.008 -0.044
Cl 3.7530 0.8047 -1.0751 -0.046 0.078 0.050
C 4.4303 0.0887 0.3542 0.343 -0.004 -0.093
C 5.8086 -0.0041 0.3835 -0.149 -0.013 -0.019
C 6.4624 -0.5648 1.4709 0.104 -0.026 0.057
C 5.6964 -1.0309 2.5261 -0.108 0.019 -0.029
C 4.3174 -0.9327 2.4794 0.262 -0.015 0.020
Cl 3.4697 -1.5832 3.8675 -0.129 0.049 0.065
C 3.5718 -0.3709 1.4015 -0.767 -0.156 0.178
N 2.2312 -0.3177 1.3627 0.982 0.085 -0.127
H 6.3620 0.3645 -0.4707 0.013 -0.002 0.022
H 7.5422 -0.6380 1.4942 -0.008 -0.001 -0.006
H 6.1535 -1.4805 3.3983 0.029 -0.005 -0.008
C 1.4869 1.4399 4.5479 0.084 0.054 -0.072
C 0.6071 0.2107 4.7042 -0.174 -0.135 0.184
As -0.4558 -0.2611 3.1228 0.122 0.135 -0.162
C -2.3168 0.1491 3.6434 -0.021 -0.112 0.224
C -2.5486 0.5999 5.0786 -0.088 -0.009 0.054
C -0.4762 -2.2148 3.3417 -0.039 0.068 0.144
C -0.9448 -2.7235 4.6978 -0.044 -0.091 0.038
H 2.1485 1.5495 5.4117 -0.014 0.001 0.004
H 0.9027 2.3563 4.4550 -0.012 -0.008 -0.008
H 2.1172 1.3459 3.6605 -0.030 -0.026 -0.006
H -0.0619 0.2937 5.5627 0.080 0.037 0.029
H 1.2312 -0.6640 4.8644 0.078 -0.042 0.041
H -2.8816 -0.7595 3.4225 -0.090 -0.006 0.039
H -2.6705 0.9090 2.9515 0.046 0.027 0.048
H -2.3065 -0.1795 5.8055 0.010 0.011 -0.017
H -3.5963 0.8772 5.2234 -0.016 -0.009 0.022
H -1.9470 1.4772 5.3286 -0.011 -0.012 -0.041
H 0.5422 -2.5408 3.1246 0.009 -0.009 -0.005
H -1.1140 -2.5969 2.5415 -0.031 -0.042 -0.015
H -0.2741 -2.4093 5.5008 -0.005 0.024 -0.031
H -0.9875 -3.8164 4.7166 0.031 -0.005 0.004
H -1.9460 -2.3588 4.9402 0.005 0.007 -0.020
N 1.8584 6.6771 -0.4742 0.056 0.021 0.073
C 1.6599 5.7538 -1.5101 -0.004 -0.102 0.068
S 1.6647 6.3226 -3.1070 -0.029 0.039 -0.084
C 1.4880 4.4053 -1.1154 0.019 0.019 -0.035
C 1.6799 3.9656 0.2281 -0.198 0.134 0.071
C 1.3662 2.6888 0.5944 0.147 -0.009 -0.291
N 0.9184 1.7505 -0.2678 0.187 0.577 -0.571
C 0.7789 2.1384 -1.5623 0.156 0.064 0.280
C 1.0529 3.3933 -2.0158 -0.015 0.004 -0.054
H 1.7735 7.6208 -0.8178 -0.027 0.027 -0.018
H 1.2733 6.5080 0.3356 -0.007 0.009 -0.019
H 2.0611 4.6340 0.9886 0.010 0.017 -0.032
H 1.5046 2.3583 1.6155 0.022 -0.033 0.062
H 0.4028 1.3800 -2.2373 0.052 -0.035 -0.047
H 0.8943 3.6444 -3.0552 0.010 0.019 -0.004
```
Forces are in eV/Å.